C25H47ClIMgNO3Si2 as an isolated structure, computed with ωB97M-V/def2-TZVPD.

Computed properties:
Molar mass (Da): 652.489
Net charge: 0
Relative energy (zero: lowest compared OMol25 entry of this formula, charge and spin) (eV): 0.000
Highest occupied orbital energy (eV): -7.367

```
81
C25H47ClIMgNO3Si2 | the Open Molecules 2025 dataset | ωB97M-V/def2-TZVPD
O -0.7794 0.9724 -1.3883
O 3.9127 1.8525 0.5177
C -0.0188 0.3661 -2.4797
C -0.7203 0.4757 -3.8172
H 0.1187 -0.6840 -2.1871
H 0.9523 0.8715 -2.4900
H -1.7642 0.1346 -3.7745
H -0.1888 -0.1450 -4.5435
H -0.7015 1.5079 -4.1869
C -1.1082 2.3817 -1.6405
C 0.1413 3.2130 -1.8039
H -1.7096 2.7111 -0.7855
H -1.7333 2.4286 -2.5451
H 0.8158 3.0998 -0.9453
H -0.1439 4.2639 -1.8771
H 0.6837 2.9515 -2.7194
C 4.2102 2.4143 1.8110
C 4.9013 2.1052 -0.4954
C 3.4533 3.7016 2.0887
H 5.2949 2.5980 1.9268
H 3.8971 1.6349 2.5173
H 3.7466 4.4975 1.3962
H 3.6867 4.0332 3.1041
H 2.3710 3.5507 2.0169
C 5.2214 3.5689 -0.7594
H 4.4860 1.6341 -1.3946
H 5.8337 1.5810 -0.2214
H 4.3234 4.1614 -0.9645
H 5.8688 3.6229 -1.6398
H 5.7674 4.0261 0.0738
H 2.8528 -0.2084 0.8741
Mg -2.0898 -0.2635 -0.4087
C 2.6898 -1.0825 1.5677
Si 4.0673 -2.3828 1.4951
H 2.6394 -0.6769 2.5919
H 1.7171 -1.5421 1.3321
C 4.5580 -2.5317 -0.3139
C 3.4992 -4.0564 2.1396
C 5.5625 -1.8270 2.4969
C -1.4391 -2.1453 -1.0053
Si -2.6482 -3.5229 -0.6640
H -0.4534 -2.3344 -0.5526
H -1.2589 -2.0920 -2.0943
C -1.7455 -4.8726 0.2906
C -3.4456 -4.2229 -2.2271
C -4.0938 -2.9236 0.3840
H 6.3584 -2.5852 2.4684
H 5.3012 -1.6584 3.5506
H 5.9761 -0.8902 2.0988
H 3.7609 -3.0164 -0.8940
H 5.4774 -3.1191 -0.4372
H 4.7284 -1.5329 -0.7383
H 2.5096 -4.3206 1.7429
H 3.4341 -4.0621 3.2363
H 4.2003 -4.8499 1.8452
H -2.7360 -4.2520 -3.0651
H -4.3058 -3.6088 -2.5322
H -3.8084 -5.2486 -2.0633
H -4.7191 -2.2144 -0.1745
H -3.7411 -2.4331 1.3005
H -4.7205 -3.7800 0.6735
H -2.3540 -5.7832 0.3692
H -1.5165 -4.5270 1.3088
H -0.7963 -5.1359 -0.1963
Cl -7.7401 3.2811 1.3808
C -6.5918 2.2559 0.6258
C -7.0032 1.4261 -0.4112
C -6.1053 0.5845 -1.0725
I -6.7580 -0.7537 -2.5217
C -4.7249 0.5879 -0.7092
O -3.8413 -0.1334 -1.3219
C -4.3178 1.3804 0.4432
N -3.0425 1.2005 0.8940
C -2.6083 1.9338 1.9350
C -3.4470 2.8560 2.5918
C -4.7595 2.9963 2.1989
C -5.2432 2.2524 1.1045
H -8.0471 1.4151 -0.7132
H -1.5771 1.7875 2.2493
H -3.0322 3.4357 3.4100
H -5.4396 3.6659 2.7234
```